#a
The following is a quantum chemistry calculation of a cluster of 2 separate species, C3H5NO3 in total, from OMol25.

As for the SMILES: O=C(O)O.C=C=N. The frontier orbital gap is 9.692 eV.

The geometry in ORCA input format:
```
! RIJCOSX wB97M-V def2-TZVPD def2/J DEFGRID3
* xyz 0 1
O 0.453 -0.961 2.070
C -0.435 -1.088 1.287
O -1.495 -0.303 1.201
O -0.488 -2.080 0.371
H -2.051 -0.562 0.453
H 0.286 -2.652 0.443
C 1.174 0.512 -1.219
C 0.369 1.470 -0.892
N -0.530 2.230 -0.604
H 1.666 -0.080 -0.471
H 1.420 0.313 -2.245
H -0.367 3.202 -0.395
*
```

---

#b
The following is a quantum chemistry calculation of an isolated molecule of C3H5NO3, from OMol25.

As for the SMILES: O=CNCC(=O)O. The frontier orbital gap is 10.516 eV.

The geometry in ORCA input format:
```
! RIJCOSX wB97M-V def2-TZVPD def2/J DEFGRID3
* xyz 0 1
O 0.907 -1.672 2.403
C 0.142 -1.555 1.480
N -0.099 -0.361 0.893
C -0.885 -0.072 -0.247
C -0.244 0.821 -1.292
O -0.727 1.039 -2.356
O 0.807 1.532 -0.794
H -0.295 -2.411 0.962
H 0.248 0.341 1.529
H -1.371 -0.905 -0.744
H -1.771 0.529 0.019
H 1.467 1.620 -1.494
*
```

---

#c
The following is a quantum chemistry calculation of an isolated molecule of C3H5NO3, from OMol25.

As for the SMILES: CC(=O)N(O)C=O. The frontier orbital gap is 10.370 eV.

The geometry in ORCA input format:
```
! RIJCOSX wB97M-V def2-TZVPD def2/J DEFGRID3
* xyz 0 1
C -1.276 -0.995 -0.015
C -0.768 0.407 -0.057
O -1.457 1.436 0.033
N 0.622 0.615 -0.079
O 1.047 1.903 -0.058
C 1.654 -0.340 -0.036
O 2.818 -0.021 0.057
H -2.368 -1.039 -0.005
H -0.943 -1.390 0.975
H -0.870 -1.586 -0.816
H 0.238 2.387 0.148
H 1.304 -1.377 -0.148
*
```

---

Which of them is least stable? Easy: #c.

---

#a
The following is a quantum chemistry calculation of a cluster of 2 separate species, CH6N4S in total, from OMol25.

As for the SMILES: [H]/N=C\[N+]([S-])=N\[H].N. The frontier orbital gap (alpha / beta) is 8.049 / 8.050 eV.

The geometry in ORCA input format:
```
! RIJCOSX wB97M-V def2-TZVPD def2/J DEFGRID3
* xyz 0 1
H 1.405 1.874 -1.057
N 0.881 2.031 -0.174
C 0.782 1.134 0.669
N 1.082 -0.247 0.392
S 1.670 -0.535 -1.132
N 0.690 -1.062 1.266
H 0.748 -1.993 0.683
H 0.596 1.387 1.726
N -1.817 -0.796 -0.490
H -1.519 -0.514 -1.515
H -1.845 0.097 0.107
H -2.673 -1.377 -0.476
*
```

---

#b
The following is a quantum chemistry calculation of an isolated molecule of CH6N4S, from OMol25.

As for the SMILES: NNC(=S)NN. The frontier orbital gap is 8.954 eV.

The geometry in ORCA input format:
```
! RIJCOSX wB97M-V def2-TZVPD def2/J DEFGRID3
* xyz 0 1
N 1.162 0.665 1.878
N 0.487 0.020 0.826
C -0.054 0.655 -0.211
S -0.020 2.318 -0.433
N -0.674 -0.154 -1.125
N -0.711 -1.522 -0.960
H 0.486 1.343 2.278
H 1.926 1.221 1.451
H 0.420 -0.990 0.904
H -1.078 0.293 -1.916
H -0.278 -1.993 -1.765
H -1.666 -1.856 -0.927
*
```

---

Which of them is least stable? Easy: #a.

---

#a
The following is a quantum chemistry calculation of a cluster of 2 separate species, C9H14 in total, from OMol25.

As for the SMILES: Cc1ccccc1.CC. The frontier orbital gap is 10.062 eV.

The geometry in ORCA input format:
```
! RIJCOSX wB97M-V def2-TZVPD def2/J DEFGRID3
* xyz 0 1
C 1.288 -1.631 2.377
C 1.267 -0.406 1.491
C 0.079 0.248 1.270
C 0.111 1.415 0.476
C 1.261 1.837 -0.132
C 2.394 1.216 0.172
C 2.480 0.044 1.010
H 2.017 -1.421 3.324
H 1.732 -2.467 1.830
H 0.264 -2.001 2.760
H -0.848 -0.013 1.788
H -0.784 2.027 0.287
H 1.212 2.653 -0.970
H 3.328 1.451 -0.100
H 3.342 -0.592 1.179
C -2.990 -0.136 -1.684
C -1.720 -0.359 -2.491
H -3.657 0.071 -2.425
H -3.240 -1.074 -1.147
H -3.122 0.580 -0.915
H -0.906 -0.920 -1.894
H -1.515 0.656 -3.011
H -1.993 -1.179 -3.195
*
```

---

#b
The following is a quantum chemistry calculation of a cluster of 2 separate species, C9H14 in total, from OMol25.

As for the SMILES: Cc1ccccc1.CC. The frontier orbital gap is 10.110 eV.

The geometry in ORCA input format:
```
! RIJCOSX wB97M-V def2-TZVPD def2/J DEFGRID3
* xyz 0 1
C 2.079 0.826 -0.556
C 0.624 0.758 -0.956
C 0.224 -0.248 -1.859
C -1.092 -0.301 -2.262
C -2.040 0.638 -1.799
C -1.637 1.672 -0.985
C -0.307 1.676 -0.542
H 2.290 1.826 -0.179
H 2.720 0.563 -1.392
H 2.279 0.156 0.280
H 0.988 -0.848 -2.340
H -1.412 -0.965 -3.057
H -3.034 0.315 -2.095
H -2.336 2.460 -0.741
H -0.074 2.484 0.133
C 0.425 -1.947 1.818
C -0.285 -0.865 2.698
H 0.064 -2.944 2.014
H 0.307 -1.595 0.801
H 1.465 -1.918 2.142
H -0.627 -0.016 2.111
H 0.416 -0.448 3.431
H -1.036 -1.278 3.334
*
```

---

Which of them is least stable? Easy: #a.

---

#a
The following is a quantum chemistry calculation of a cluster of 2 separate species, C9H14 in total, from OMol25.

As for the SMILES: Cc1ccccc1.CC. The frontier orbital gap is 10.022 eV.

The geometry in ORCA input format:
```
! RIJCOSX wB97M-V def2-TZVPD def2/J DEFGRID3
* xyz 0 1
C -0.630 -2.625 -1.297
C -0.885 -1.548 -0.257
C -1.373 -0.336 -0.751
C -1.486 0.755 0.125
C -1.328 0.510 1.499
C -1.128 -0.746 1.981
C -0.941 -1.809 1.078
H 0.397 -2.941 -1.470
H -0.853 -2.246 -2.307
H -1.311 -3.463 -1.224
H -1.838 -0.159 -1.717
H -1.438 1.811 -0.147
H -1.257 1.348 2.175
H -1.002 -0.933 3.057
H -0.901 -2.812 1.473
C 2.017 1.526 0.368
C 2.023 2.271 -0.973
H 1.085 0.929 0.514
H 2.743 0.730 0.499
H 1.865 2.245 1.176
H 1.193 2.958 -1.060
H 2.148 1.602 -1.815
H 2.900 2.932 -0.929
*
```

---

#b
The following is a quantum chemistry calculation of a cluster of 2 separate species, C9H14 in total, from OMol25.

As for the SMILES: Cc1ccccc1.CC. The frontier orbital gap is 10.008 eV.

The geometry in ORCA input format:
```
! RIJCOSX wB97M-V def2-TZVPD def2/J DEFGRID3
* xyz 0 1
C 1.454 -0.760 1.815
C 0.567 -1.445 0.817
C -0.704 -1.855 1.218
C -1.531 -2.530 0.304
C -1.083 -2.710 -0.974
C 0.058 -2.051 -1.391
C 0.935 -1.425 -0.532
H 1.775 -1.529 2.551
H 1.188 0.182 2.280
H 2.458 -0.473 1.501
H -0.913 -1.626 2.257
H -2.532 -2.854 0.562
H -1.640 -3.352 -1.671
H 0.284 -2.094 -2.446
H 1.765 -0.875 -0.939
C 0.472 2.972 -0.429
C -1.029 3.293 -0.828
H 0.652 3.054 0.643
H 0.769 2.028 -0.908
H 0.959 3.874 -0.851
H -0.945 3.435 -1.933
H -1.200 4.237 -0.288
H -1.760 2.505 -0.758
*
```

---

#c
The following is a quantum chemistry calculation of a cluster of 2 separate species, C9H14 in total, from OMol25.

As for the SMILES: Cc1ccccc1.CC. The frontier orbital gap is 10.038 eV.

The geometry in ORCA input format:
```
! RIJCOSX wB97M-V def2-TZVPD def2/J DEFGRID3
* xyz 0 1
C -0.012 -0.701 2.946
C -0.426 0.036 1.641
C 0.588 0.498 0.800
C 0.411 1.487 -0.194
C -0.913 1.936 -0.480
C -1.914 1.373 0.324
C -1.756 0.431 1.422
H 0.221 0.096 3.697
H 0.745 -1.382 2.709
H -0.725 -1.291 3.447
H 1.566 0.066 1.002
H 1.164 2.108 -0.789
H -1.299 2.592 -1.163
H -3.080 1.408 0.222
H -2.599 -0.018 1.895
C 1.538 -1.562 -1.871
C 0.436 -0.630 -2.434
H 2.360 -0.973 -1.550
H 1.247 -2.110 -1.064
H 1.948 -2.232 -2.641
H -0.046 0.065 -1.729
H -0.234 -1.220 -2.922
H 0.780 0.023 -3.265
*
```

---

#d
The following is a quantum chemistry calculation of a cluster of 2 separate species, C9H14 in total, from OMol25.

As for the SMILES: Cc1ccccc1.CC. The frontier orbital gap is 10.022 eV.

The geometry in ORCA input format:
```
! RIJCOSX wB97M-V def2-TZVPD def2/J DEFGRID3
* xyz 0 1
C 1.729 -1.636 -0.801
C 1.440 -0.453 0.104
C 0.669 -0.532 1.310
C 0.505 0.602 2.164
C 0.690 1.822 1.499
C 1.334 1.879 0.313
C 1.807 0.804 -0.401
H 2.020 -2.598 -0.095
H 2.559 -1.466 -1.465
H 0.817 -1.906 -1.335
H 0.438 -1.484 1.691
H -0.079 0.536 3.034
H 0.381 2.864 1.822
H 1.595 2.884 -0.139
H 2.316 0.963 -1.258
C -2.007 -0.373 -1.557
C -2.438 -0.234 0.014
H -1.145 0.107 -1.789
H -2.031 -1.369 -1.825
H -2.872 0.075 -2.339
H -3.552 -0.408 0.105
H -2.360 0.743 0.424
H -1.817 -0.819 0.522
*
```

---

Which of them is least stable? Easy: #d.

---

#a
The following is a quantum chemistry calculation of a cluster of 2 separate species, C9H14 in total, from OMol25.

As for the SMILES: Cc1ccccc1.CC. The frontier orbital gap is 10.023 eV.

The geometry in ORCA input format:
```
! RIJCOSX wB97M-V def2-TZVPD def2/J DEFGRID3
* xyz 0 1
C -2.434 -0.917 -1.833
C -1.817 -0.257 -0.647
C -1.975 1.082 -0.335
C -1.370 1.658 0.784
C -0.662 0.859 1.660
C -0.663 -0.527 1.490
C -1.061 -1.026 0.274
H -2.925 -1.856 -1.605
H -1.801 -1.119 -2.710
H -3.295 -0.416 -2.292
H -2.540 1.784 -0.964
H -1.548 2.748 0.873
H -0.240 1.402 2.514
H -0.313 -1.190 2.259
H -0.835 -2.055 0.007
C 2.540 -0.704 0.257
C 3.327 0.592 -0.132
H 1.961 -0.395 1.100
H 1.867 -0.949 -0.551
H 3.217 -1.488 0.619
H 4.116 0.371 -0.827
H 3.723 1.091 0.766
H 2.726 1.314 -0.707
*
```

---

#b
The following is a quantum chemistry calculation of a cluster of 2 separate species, C9H14 in total, from OMol25.

As for the SMILES: Cc1ccccc1.CC. The frontier orbital gap is 10.063 eV.

The geometry in ORCA input format:
```
! RIJCOSX wB97M-V def2-TZVPD def2/J DEFGRID3
* xyz 0 1
C -1.368 2.002 0.450
C 0.022 1.428 0.331
C 1.063 1.710 1.234
C 2.261 0.988 1.118
C 2.444 -0.023 0.224
C 1.356 -0.449 -0.591
C 0.203 0.283 -0.455
H -1.988 1.521 -0.356
H -1.471 3.081 0.328
H -1.850 1.702 1.370
H 0.814 2.386 2.018
H 3.004 1.239 1.836
H 3.382 -0.567 0.170
H 1.394 -1.439 -1.046
H -0.704 -0.110 -0.879
C -2.566 -1.916 -0.566
C -1.695 -2.862 -1.362
H -2.535 -2.293 0.454
H -2.192 -0.863 -0.826
H -3.655 -1.927 -0.674
H -0.639 -2.675 -1.523
H -1.860 -3.899 -0.910
H -2.000 -3.089 -2.374
*
```

---

Which of them is least stable? Easy: #b.

---

#a
The following is a quantum chemistry calculation of a cluster of 2 separate species, C9H14 in total, from OMol25.

As for the SMILES: Cc1ccccc1.CC. The frontier orbital gap is 9.994 eV.

The geometry in ORCA input format:
```
! RIJCOSX wB97M-V def2-TZVPD def2/J DEFGRID3
* xyz 0 1
C 0.903 -2.036 0.636
C -0.197 -1.070 0.141
C 0.048 -0.356 -1.033
C -0.895 0.502 -1.583
C -2.134 0.563 -0.977
C -2.353 -0.093 0.233
C -1.397 -0.878 0.833
H 1.635 -2.118 -0.159
H 0.561 -3.034 0.929
H 1.226 -1.501 1.541
H 0.986 -0.576 -1.533
H -0.661 1.148 -2.425
H -2.967 1.071 -1.443
H -3.370 -0.317 0.572
H -1.568 -1.480 1.708
C 2.900 1.140 0.387
C 1.580 1.799 0.853
H 3.758 1.551 0.919
H 2.724 0.068 0.570
H 3.004 1.221 -0.685
H 1.301 1.360 1.801
H 0.667 1.746 0.257
H 1.764 2.881 0.896
*
```

---

#b
The following is a quantum chemistry calculation of a cluster of 2 separate species, C9H14 in total, from OMol25.

As for the SMILES: Cc1ccccc1.CC. The frontier orbital gap is 9.713 eV.

The geometry in ORCA input format:
```
! RIJCOSX wB97M-V def2-TZVPD def2/J DEFGRID3
* xyz 0 1
C -2.548 0.498 -1.606
C -1.259 -0.010 -1.254
C -0.177 -0.117 -2.228
C 0.869 -0.824 -2.064
C 0.986 -1.682 -0.822
C 0.045 -1.496 0.176
C -1.120 -0.654 -0.009
H -3.249 -0.222 -2.126
H -2.652 1.527 -2.047
H -3.054 0.819 -0.627
H -0.408 0.512 -3.069
H 1.724 -0.873 -2.804
H 1.804 -2.286 -0.612
H 0.066 -2.220 1.109
H -1.773 -0.437 0.701
C 1.284 1.514 1.630
C 1.339 0.304 2.606
H 0.313 1.912 1.504
H 1.825 2.346 2.047
H 1.790 1.382 0.746
H 0.492 0.415 3.400
H 2.372 0.309 3.161
H 1.333 -0.716 2.189
*
```

---

#c
The following is a quantum chemistry calculation of a cluster of 2 separate species, C9H14 in total, from OMol25.

As for the SMILES: Cc1ccccc1.CC. The frontier orbital gap is 9.779 eV.

The geometry in ORCA input format:
```
! RIJCOSX wB97M-V def2-TZVPD def2/J DEFGRID3
* xyz 0 1
C -1.257 -1.039 1.201
C -1.524 -0.160 -0.033
C -0.444 0.672 -0.221
C -0.379 1.436 -1.465
C -1.557 1.598 -2.124
C -2.750 0.821 -1.860
C -2.667 -0.217 -0.887
H -2.205 -1.528 1.411
H -0.991 -0.416 2.071
H -0.309 -1.557 0.969
H 0.311 0.750 0.688
H 0.565 1.944 -1.725
H -1.485 2.173 -3.077
H -3.610 0.827 -2.529
H -3.418 -1.079 -0.654
C 2.729 0.155 0.767
C 2.711 -1.244 1.314
H 3.527 0.881 1.088
H 2.483 0.214 -0.417
H 1.741 0.744 1.102
H 2.011 -1.438 2.118
H 3.720 -1.583 1.783
H 2.798 -1.955 0.481
*
```

---

Which of them is least stable? Easy: #c.